No. 1
C36H102N8O11 | the ωB97M-V functional and the def2-TZVPD basis

Cartesian coordinates (Å):
C -2.916 1.463 3.754
O -1.689 0.776 3.671
H -3.658 1.050 4.437
H -2.761 2.488 4.091
H -3.418 1.280 2.803
H -1.878 -0.044 4.135
C -1.869 -1.296 -4.405
O -0.779 -1.800 -5.307
H -2.629 -2.039 -4.162
H -1.414 -0.964 -3.471
H -2.212 -0.403 -4.928
H -0.152 -2.303 -4.783
C -0.125 -5.684 0.148
C 0.669 -6.000 1.518
O 0.137 -7.173 2.023
H -1.131 -5.348 0.399
H -0.216 -6.592 -0.447
H 0.506 -5.045 -0.470
H 0.660 -5.238 2.298
H 1.729 -6.251 1.480
H -0.545 -6.801 2.587
C -0.783 3.696 -3.051
C 0.545 3.725 -2.265
C 1.083 2.374 -1.760
O 2.076 2.498 -0.717
C 1.657 3.127 0.528
N 1.520 4.310 -3.174
H -1.620 3.192 -2.568
H -0.689 3.276 -4.052
H -1.053 4.746 -3.159
H 0.229 4.379 -1.452
H 1.632 1.863 -2.550
H 0.329 1.623 -1.522
H 0.606 2.918 0.726
H 1.835 4.197 0.421
H 2.333 2.808 1.322
H 1.792 3.644 -3.883
H 2.371 4.624 -2.729
C -8.180 5.029 -1.026
C -6.821 5.679 -1.351
C -6.221 5.568 -2.767
O -5.964 4.188 -3.170
C -4.654 3.842 -2.648
N -6.779 7.005 -0.768
H -9.076 5.602 -1.266
H -8.276 4.764 0.027
H -8.269 4.057 -1.511
H -6.050 5.215 -0.737
H -5.320 6.180 -2.804
H -6.986 5.938 -3.450
H -3.889 4.471 -3.104
H -4.471 2.817 -2.971
H -4.678 3.787 -1.560
H -5.831 7.353 -0.785
H -7.224 7.620 -1.433
C 1.382 -1.373 -0.193
C 0.374 -0.564 0.573
C -1.074 -0.732 0.212
O -1.466 0.049 -0.886
C -2.753 0.549 -0.951
N 0.492 -0.875 1.990
H 2.285 -0.766 -0.137
H 1.207 -1.248 -1.262
H 1.631 -2.425 -0.053
H 0.638 0.493 0.589
H -1.650 -0.303 1.032
H -1.425 -1.749 0.041
H -2.865 1.248 -1.779
H -3.114 0.974 -0.014
H -3.299 -0.293 -1.375
H -0.152 -0.360 2.573
H 1.315 -0.610 2.512
C -3.662 -3.362 2.390
C -2.709 -2.525 3.234
C -3.332 -2.108 4.612
O -2.536 -1.204 5.322
C -3.089 -0.943 6.613
N -1.608 -3.414 3.396
H -4.666 -2.945 2.316
H -3.645 -4.402 2.718
H -3.327 -3.298 1.355
H -2.421 -1.647 2.655
H -3.450 -3.010 5.212
H -4.283 -1.598 4.455
H -4.038 -0.473 6.354
H -2.441 -0.224 7.112
H -2.978 -1.906 7.112
H -1.221 -3.292 4.320
H -0.865 -3.006 2.848
C -1.457 7.823 -0.911
C -2.839 7.092 -0.780
C -3.005 6.055 0.362
O -2.208 4.859 0.286
C -2.618 3.746 1.130
N -3.957 8.088 -0.904
H -1.113 8.166 0.064
H -1.580 8.709 -1.535
H -0.576 7.297 -1.279
H -3.049 6.451 -1.636
H -4.051 5.769 0.477
H -2.607 6.590 1.224
H -3.531 3.397 0.646
H -2.670 3.969 2.195
H -1.774 3.060 1.056
H -3.821 8.647 -1.735
H -3.844 8.777 -0.175
C 5.217 -1.154 6.524
C 4.108 -0.246 5.842
C 3.552 -1.024 4.571
O 2.492 -0.278 3.974
C 2.832 1.013 3.471
N 3.107 -0.059 6.809
H 5.632 -0.533 7.318
H 6.070 -1.298 5.860
H 4.833 -2.084 6.942
H 4.511 0.741 5.613
H 3.184 -2.011 4.848
H 4.268 -1.253 3.782
H 1.904 1.522 3.210
H 3.524 0.885 2.639
H 3.286 1.665 4.217
H 3.122 -1.039 7.053
H 2.298 0.044 6.214
C 7.851 -4.568 -3.240
C 8.491 -4.005 -1.910
C 7.429 -3.815 -0.755
O 6.416 -2.918 -1.014
C 5.353 -2.641 -0.086
N 9.615 -4.890 -1.483
H 8.617 -4.797 -3.981
H 7.348 -3.728 -3.720
H 7.055 -5.305 -3.139
H 8.965 -3.025 -1.974
H 7.925 -3.449 0.144
H 6.956 -4.767 -0.516
H 4.600 -1.996 -0.540
H 5.877 -2.325 0.816
H 4.943 -3.630 0.117
H 9.967 -4.534 -0.606
H 9.194 -5.757 -1.180
C 2.131 -4.851 -6.470
C 2.042 -5.389 -4.989
C 0.795 -4.692 -4.375
O 1.088 -3.320 -4.086
C 2.205 -3.014 -3.389
N 2.002 -6.747 -5.272
H 3.134 -5.006 -6.866
H 1.918 -3.783 -6.524
H 1.516 -5.198 -7.300
H 2.848 -5.357 -4.256
H 0.443 -5.211 -3.484
H -0.088 -4.804 -5.004
H 3.151 -3.361 -3.805
H 2.218 -3.356 -2.354
H 2.218 -1.927 -3.478
H 1.146 -6.934 -5.775
H 2.654 -7.132 -5.940

The expectation value of S² is 0.7504. The charge is -1. The value obtained for the total energy is -73417.226 eV. Its spin multiplicity is 2.

=====

No. 2
C31H48Cl2CoN3O4Si | the ωB97M-V functional and the def2-TZVPD basis

Cartesian coordinates (Å):
C -1.751 0.798 4.841
C -3.094 1.264 4.366
H -1.214 1.670 5.246
H -1.139 0.345 4.044
H -1.903 0.065 5.653
C -3.837 2.119 5.098
C -3.391 2.700 6.412
H -4.825 2.449 4.750
H -2.389 3.171 6.372
H -3.361 1.959 7.234
H -4.108 3.482 6.704
Co -0.077 -1.528 1.114
Cl -1.814 -2.712 0.669
C -0.230 -1.797 -2.403
O 0.678 -1.011 -2.146
N -1.326 -1.492 -3.159
C -1.406 -0.251 -3.913
C -2.487 -2.360 -3.207
H -0.231 -2.837 -2.005
H -0.405 0.072 -4.216
H -1.868 0.557 -3.328
H -2.025 -0.436 -4.796
H -2.207 -3.402 -3.020
H -2.942 -2.273 -4.202
H -3.245 -2.072 -2.464
H 4.594 -0.918 -6.043
H 5.091 -3.009 -4.846
C 4.911 -0.311 -5.196
C 5.491 -2.392 -4.018
N 4.810 -1.100 -3.985
H 4.275 0.563 -5.085
C 4.584 -0.442 -2.809
O 4.548 0.799 -2.721
H 5.356 -2.934 -3.065
H 4.411 -1.118 -1.944
H 5.948 -0.002 -5.365
H 6.582 -2.261 -4.206
H 5.519 2.456 1.411
H 1.943 2.222 1.875
C 4.894 3.054 0.732
C 2.480 2.998 1.325
N 3.585 2.453 0.581
H 5.411 3.060 -0.238
C 3.441 1.340 -0.187
O 2.421 0.678 -0.326
H 1.758 3.507 0.672
H 4.384 1.116 -0.723
H 4.779 4.059 1.148
H 2.908 3.729 2.012
O -2.542 1.154 2.064
C -3.528 0.769 2.990
C -5.317 2.483 2.414
C -4.919 1.149 2.530
H -4.662 3.280 2.788
C -6.578 2.783 1.887
H -3.483 -0.323 3.077
C -5.808 0.112 2.229
H -6.860 3.837 1.799
C -7.474 1.749 1.556
C -7.080 0.414 1.737
H -5.505 -0.900 2.516
H -8.455 1.997 1.144
H -7.781 -0.405 1.561
Si -2.046 1.576 0.477
Cl -0.091 0.727 1.534
C -2.904 3.287 0.447
C -3.155 0.350 -0.515
C -0.715 1.988 -0.873
H -4.000 3.185 0.452
H -2.608 3.885 -0.421
H -2.620 3.836 1.348
H 0.272 2.298 -0.492
H -1.072 2.753 -1.590
H -0.507 1.072 -1.442
H -4.209 0.407 -0.188
H -2.838 -0.698 -0.384
H -3.152 0.575 -1.595
C 1.600 -2.407 0.681
C 2.614 -2.987 0.232
C 3.637 -3.792 -0.364
C 5.040 -3.546 -0.331
C 5.945 -4.492 -0.852
C 5.479 -5.701 -1.402
C 4.100 -5.932 -1.478
C 3.198 -5.000 -0.963
H 5.416 -2.645 0.164
H 7.023 -4.300 -0.812
H 6.189 -6.470 -1.731
H 3.738 -6.865 -1.912
H 2.130 -5.229 -0.931

The energy above the lowest of the compared OMol25 structures with the same formula, charge and spin comes out at 310.2 kJ/mol. The expectation value of S² is 6.0171. Its spin multiplicity is 5.

=====

No. 3
C7H8BiCl2CrO4 | the ωB97M-V functional and the def2-TZVPD basis

Cartesian coordinates (Å):
Cr -0.483 -3.553 -1.223
Bi -0.443 -0.614 -1.238
Cl 1.391 -2.673 -0.173
Cl -1.954 -2.349 0.245
C -2.430 1.016 -0.802
C 0.747 -4.231 -2.626
C -2.081 -4.317 -2.088
O -3.396 1.569 -1.070
O 1.479 -4.696 -3.405
O -2.897 -4.910 -2.664
C 0.088 2.595 1.645
C 1.496 2.673 1.088
C 1.573 1.474 0.142
O 0.555 0.474 0.609
C -0.092 1.090 1.821
H -0.050 3.150 2.573
H -0.628 2.984 0.914
H 2.226 2.533 1.889
H 1.734 3.606 0.575
H 1.281 1.784 -0.883
H 2.534 0.948 0.095
H 0.477 0.722 2.687
H -1.128 0.726 1.888

The energy above the lowest of the compared OMol25 structures with the same formula, charge and spin comes out at 0.0 kJ/mol. The expectation value of S² is 3.8332. The charge is +4. Its spin multiplicity is 4.

=====

No. 4
C3H11N4 | the ωB97M-V functional and the def2-TZVPD basis

Cartesian coordinates (Å):
C 2.329 0.670 0.569
C 1.146 0.078 -0.163
N 1.252 -0.607 -1.293
N 0.043 0.159 0.515
C -1.298 -0.426 0.032
N -1.503 0.032 -1.244
N -2.173 -0.027 1.114
H 2.042 1.589 1.098
H 2.631 -0.104 1.337
H 3.165 1.063 0.063
H 2.150 -0.560 -1.816
H 0.318 -0.902 -1.666
H -0.091 0.534 1.522
H -0.986 -1.466 -0.106
H -1.593 1.102 -1.229
H -2.435 -0.196 -1.667
H -3.124 -0.506 0.983
H -1.872 -0.433 1.953

The energy above the lowest of the compared OMol25 structures with the same formula, charge and spin comes out at 71.6 kJ/mol. As for the SMILES: C/C(N)=[NH+]/C(N)N. The charge is +1. Its spin multiplicity is 1.

=====

No. 5
C2H3HgO2P | the ωB97M-V functional and the def2-TZVPD basis

Cartesian coordinates (Å):
O 3.137 -0.896 1.214
C 2.933 -0.702 0.057
H 3.253 -0.249 -1.194
P 2.446 0.968 0.069
C -2.977 0.062 -0.069
O -1.814 -0.150 -0.369
Hg -0.050 0.463 -0.047
H -3.424 -0.440 0.804
H -3.504 0.945 -0.465

The charge is +2. The value obtained for the total energy is -19654.116 eV. Its spin multiplicity is 1.

=====

No. 6
C22H28ClGaN5O2 | the ωB97M-V functional and the def2-TZVPD basis

Cartesian coordinates (Å):
Ga 0.205 0.002 0.686
Cl -1.803 0.032 1.565
N 0.445 2.000 0.008
N 0.398 -2.014 0.031
C -0.238 2.699 -0.895
C -0.280 -2.712 -0.877
C 1.247 2.990 0.808
C 1.360 4.130 -0.189
C 2.640 2.506 1.178
C 0.455 3.423 2.029
H 3.064 1.897 0.375
H 2.649 1.953 2.114
H 3.280 3.394 1.304
H -0.451 3.964 1.722
H 1.082 4.099 2.621
H 0.171 2.566 2.643
C 1.147 -3.011 0.879
C 1.255 -4.172 -0.097
C 0.307 -3.399 2.082
C 2.543 -2.566 1.290
H 2.976 -1.900 0.541
H 3.190 -3.458 1.330
H 2.547 -2.082 2.263
H -0.608 -3.910 1.751
H 0.037 -2.522 2.671
H 0.896 -4.086 2.697
O 0.211 -3.933 -1.080
H 1.059 -5.158 0.350
H 2.217 -4.189 -0.637
O 0.280 3.900 -1.139
H 2.304 4.109 -0.753
H 1.202 5.129 0.242
C -1.506 2.448 -1.655
C -1.520 -2.449 -1.681
C -1.445 -1.209 -2.532
H -2.351 -2.349 -0.955
H -1.706 -3.338 -2.291
C -1.542 0.002 -1.867
C -1.443 1.220 -2.520
H -1.842 -0.003 -0.822
C -1.424 1.238 -3.923
C -1.363 0.016 -4.596
C -1.485 2.527 -4.687
C -1.428 -1.214 -3.935
H -1.299 0.020 -5.682
C -1.495 -2.494 -4.711
H -1.487 -2.253 -5.776
H -2.399 -3.087 -4.513
H -0.630 -3.125 -4.487
H -2.389 3.120 -4.487
H -1.471 2.298 -5.755
H -0.619 3.154 -4.451
H -1.713 3.346 -2.243
H -2.308 2.335 -0.903
N 1.215 -0.036 2.354
C 1.462 0.080 3.506
N 1.877 0.064 4.707
C 1.052 0.280 5.723
N 0.413 0.479 6.686

The energy above the lowest of the compared OMol25 structures with the same formula, charge and spin comes out at 0.0 kJ/mol. The charge is -1. Its spin multiplicity is 1.